# C14H48O10

A cluster of 10 separate species, C14H48O10 in total in a non-equilibrium geometry (the ωB97M-V functional and the def2-TZVPD basis, the OMol25 dataset).

Calculated total energy (a.u.): -1314.440379
ΔE to the lowest compared entry with this formula, charge and spin (kJ/mol): 311.0
LUMO level (eV): 0.3
Structure (SMILES): CC(C)O.CC(C)O.CO.CO.CO.CO.CO.CO.CO.CO
Net charge: 0

Geometry as XYZ:
```
72
C14H48O10, DFT the ωB97M-V functional and the def2-TZVPD basis
C 3.686 -0.090 2.563
C 3.217 -0.674 1.191
C 2.532 -2.031 1.377
O 2.354 0.242 0.612
H 2.897 -0.012 3.311
H 4.201 0.871 2.559
H 4.436 -0.762 2.980
H 4.053 -0.700 0.492
H 3.147 -2.832 1.787
H 2.183 -2.350 0.395
H 1.645 -1.942 2.005
H 1.622 0.307 1.229
C -0.515 1.878 4.494
C 0.382 2.114 3.300
C 1.785 2.501 3.695
O 0.445 0.999 2.542
H -0.538 2.804 5.069
H -0.087 1.165 5.199
H -1.538 1.625 4.214
H -0.078 2.939 2.757
H 2.203 1.716 4.326
H 1.759 3.444 4.241
H 2.454 2.607 2.841
H -0.435 0.629 2.439
C -0.328 -0.217 -0.912
O 0.926 -0.123 -1.586
H -0.556 -1.239 -0.607
H -0.325 0.315 0.039
H -1.161 0.121 -1.528
H 1.628 -0.219 -0.938
C -5.316 0.828 -1.085
O -3.940 1.154 -1.352
H -5.392 0.255 -0.161
H -5.917 1.737 -1.051
H -5.597 0.224 -1.949
H -3.664 0.588 -2.076
C -1.432 -3.291 1.680
O -1.668 -2.832 2.995
H -1.340 -4.377 1.668
H -2.263 -2.990 1.043
H -0.536 -2.805 1.295
H -0.943 -3.192 3.511
C -0.728 -2.412 -3.712
O -1.720 -2.046 -4.678
H -1.012 -1.936 -2.773
H -0.702 -3.501 -3.661
H 0.276 -2.066 -3.957
H -1.380 -2.306 -5.537
C -1.104 3.057 -0.835
O -2.395 3.555 -0.614
H -1.044 2.703 -1.864
H -0.495 3.948 -0.685
H -0.830 2.336 -0.065
H -2.998 2.809 -0.666
C 0.493 0.831 -4.771
O 1.131 1.525 -3.747
H 1.069 -0.082 -4.921
H -0.471 0.519 -4.368
H 0.281 1.472 -5.627
H 1.111 0.939 -2.986
C -3.384 -0.119 1.911
O -1.971 -0.175 2.224
H -4.024 0.096 2.766
H -3.475 0.700 1.197
H -3.772 -1.041 1.478
H -1.825 -1.071 2.536
C 3.835 -0.957 -3.440
O 4.793 -1.571 -4.229
H 3.731 0.080 -3.758
H 2.893 -1.506 -3.422
H 4.095 -1.008 -2.383
H 5.634 -1.160 -4.017
```

From a Löwdin analysis of the wavefunction, the atomic charges in e read: -0.046 -0.460 -0.038 -0.061 0.058 0.077 0.073 0.136 0.082 0.076 0.069 0.050 -0.044 -0.541 -0.046 -0.056 0.081 0.086 0.075 0.141 0.073 0.086 0.081 0.040 -0.133 -0.131 0.064 0.052 0.078 0.040 -0.109 -0.146 0.064 0.087 0.085 0.078 -0.137 -0.119 0.090 0.084 0.062 0.097 -0.144 -0.128 0.055 0.079 0.060 0.073 -0.156 -0.130 0.081 0.086 0.059 0.022 -0.174 -0.139 0.065 0.063 0.085 0.010 -0.091 -0.145 0.084 0.067 0.077 0.027 -0.188 -0.105 0.086 0.070 0.069 0.079

# CH2N2S2

A structure of composition CH2N2S2 in a non-equilibrium geometry (the ωB97M-V functional and the def2-TZVPD basis, the OMol25 dataset).

Calculated total energy (a.u.): -945.016668
ΔE to the lowest compared entry with this formula, charge and spin (kJ/mol): 385.7
LUMO level (eV): -1.7
Net charge: 0

Geometry as XYZ:
```
7
CH2N2S2, DFT the ωB97M-V functional and the def2-TZVPD basis
C -0.464 -0.192 -1.614
N -0.747 0.165 -2.656
N 0.100 -0.338 0.232
S -1.112 -0.371 1.334
S 1.696 -0.649 0.544
H -1.491 0.831 1.039
H 2.018 0.554 1.121
```

From a natural (NBO) analysis of the wavefunction, the atomic charges in e read: 0.347 -0.399 -0.827 0.356 0.339 0.090 0.094